1.
120
Properties=species:S:1:pos:R:3:lowdin_charge:R:1 method="wB97M-V/def2-TZVPD" mol_weight_g_mol=798.44 total_charge=-1 e_above_lowest_ev=0.412 fmax_ha_per_bohr=0.0252
H 3.569 3.612 -0.954 0.0773
C -8.262 5.433 8.222 0.0089
H -2.807 1.233 -1.791 0.1134
H 4.126 -0.220 -1.124 0.0679
H -6.867 4.491 2.733 0.0700
H 8.509 -5.398 -3.431 0.0694
H 0.092 2.316 1.095 0.0645
C 4.267 2.776 -0.975 -0.0623
H 8.764 -6.532 -4.750 0.0813
B -0.069 3.568 2.934 -0.6020
H 4.804 1.109 0.322 0.1122
C -1.274 -5.317 -3.165 -0.5100
H 10.588 -5.120 -5.661 0.1199
H -3.627 -1.750 -3.642 0.0761
H -6.035 6.904 8.674 0.1102
C -5.858 4.871 2.775 -0.0731
C -3.395 -1.938 -1.465 -0.5123
C -0.039 -8.061 -2.002 -0.0645
H 3.623 -4.173 -5.934 0.1144
N 1.873 5.575 3.092 0.1149
H 5.284 3.167 -1.045 0.0773
C 9.857 -4.694 -4.975 -0.2426
C 3.514 -2.216 -6.882 -0.0568
C -3.878 -2.414 -2.818 0.0226
C -5.218 5.085 9.547 -0.0647
H -1.951 2.561 0.071 0.0707
H -2.583 -1.716 2.628 0.0637
C 3.048 -0.328 -1.195 0.0000
O -3.284 -0.626 -1.207 -0.0140
H -4.817 1.625 -3.195 0.0810
O -3.658 3.797 2.949 -0.1903
H -0.915 1.574 2.312 0.0466
H -4.958 -2.546 -2.773 0.0969
H -2.836 0.082 -3.111 0.1117
H -1.250 -0.651 2.081 0.0630
O -3.558 1.328 2.580 -0.1948
C 2.545 -2.911 -3.755 0.0177
H -0.207 1.554 4.739 -0.0219
H 7.830 -1.645 -3.844 0.0978
H 3.184 -2.603 -7.846 0.0814
O -1.996 -4.726 -3.923 0.0928
O -0.501 -6.316 -3.633 -0.0057
H -1.863 4.094 0.894 0.0945
H -0.753 -7.683 -1.271 0.0685
H 1.750 1.670 3.705 -0.0134
H 4.301 2.570 1.154 0.1279
C -5.430 6.041 8.392 -0.2364
H -5.480 5.007 1.776 0.0581
O 1.323 3.230 5.517 -0.5522
H -5.377 -0.023 -2.879 0.0649
H -0.562 -8.787 -2.624 0.0826
H 8.943 -2.920 -3.379 0.0700
H -2.082 -5.595 -1.217 0.1057
C -1.279 -5.027 -1.682 0.0241
H -5.267 1.130 -1.555 0.0784
H 2.253 -3.365 -2.811 0.0861
H -2.107 -0.282 3.540 0.0679
C 2.269 0.381 -0.110 -0.5210
H 0.755 4.895 0.390 0.0789
H -4.589 4.253 9.233 0.0871
H -3.407 -3.374 -3.024 0.0524
H -2.790 0.478 0.818 0.0825
H -5.816 5.830 3.272 0.0630
H -4.732 5.596 10.379 0.0796
H -0.895 4.271 3.481 0.0722
B 1.132 4.583 2.300 -0.5929
O -3.163 -2.715 -0.576 0.0876
H 2.640 -1.850 -6.341 0.0695
C -4.790 0.804 -2.478 -0.0559
C -3.199 0.188 1.776 -0.2640
O 4.757 -2.787 -4.869 -0.0080
O -4.590 2.803 0.803 -0.2752
H 7.197 -3.250 -3.481 0.0838
H 2.830 -1.389 -1.141 0.0723
H 2.070 -1.935 -3.838 0.0948
H -6.161 4.668 9.902 0.0653
P 0.768 2.507 4.312 0.6590
C -4.971 3.879 3.531 -0.2570
H 1.076 -6.213 -2.272 0.1089
H -4.470 6.425 8.053 0.1260
C 9.256 -5.791 -4.120 -0.0656
H -4.840 4.275 4.528 0.1025
C 8.095 -3.056 -5.399 -0.5170
C 4.046 -2.726 -3.735 -0.5201
H 2.187 -3.560 -4.551 0.0702
H 0.763 -8.571 -1.467 0.0809
O 2.764 1.499 0.442 0.0022
O -7.687 4.773 6.015 0.1122
H -9.215 5.754 7.808 0.0870
H -8.408 4.494 8.753 0.0931
C -7.309 5.194 7.071 -0.5273
C 0.523 -6.947 -2.859 -0.2422
C 8.029 -2.709 -3.930 0.0189
H 10.380 -3.947 -4.378 0.1115
O 4.593 -2.448 -2.701 0.0915
H 4.175 -1.367 -7.052 0.0864
P -3.515 2.721 1.796 0.4645
H -0.339 -5.252 -1.184 0.0754
H -1.476 -3.972 -1.532 0.0683
H 1.416 6.477 3.003 0.0566
O 8.879 -4.077 -5.812 -0.0043
O -5.988 5.384 7.254 -0.0012
H 10.033 -6.287 -3.538 0.0797
C -2.222 -0.701 2.551 -0.0563
O 1.495 4.567 0.921 0.0392
H -5.442 2.914 3.643 0.1062
H 4.061 2.190 -1.872 0.0646
C 4.243 -3.291 -6.105 -0.2311
H -7.934 6.196 8.923 0.0669
C -3.359 0.391 -2.205 -0.2227
O 7.409 -2.491 -6.204 0.1016
H 2.710 0.054 -2.159 0.0935
C 4.105 1.948 0.282 -0.2299
H 1.821 5.331 4.079 0.0350
C -0.685 2.514 1.820 -0.2503
H -4.083 -0.401 1.573 0.1102
H 5.116 -3.616 -6.667 0.1113
O 1.174 0.001 0.201 0.1037
C -1.915 3.022 1.053 -0.2283
H 1.221 -7.359 -3.586 0.1194

=====

2.
27
Properties=species:S:1:pos:R:3:nbo_charge:R:1 method="wB97M-V/def2-TZVPD" mol_weight_g_mol=273.14 total_charge=0 e_above_lowest_ev=0.796 smiles="O=C1OC[C@@H](F)O1.O=C1OC[C@@H](F)O1.C[N+](=O)[O-]" fmax_ha_per_bohr=0.0390
C -1.479 -1.214 1.716 -0.1306
H -1.949 -2.443 3.404 0.1519
O 2.780 0.444 -0.481 -0.3822
O 1.172 1.722 0.220 -0.3699
H 1.501 0.368 2.341 0.2400
N 2.124 0.971 0.406 0.5280
O -0.343 1.429 -3.001 -0.4829
O -4.625 -0.163 1.765 -0.5332
O -1.659 0.038 -1.840 -0.5688
C -1.817 -1.383 3.187 0.4501
O -2.791 -1.342 1.197 -0.4905
H 3.117 -0.218 1.808 0.2336
C -0.674 0.247 -2.475 0.9708
C 1.298 -0.113 -3.531 -0.1326
O -3.030 -0.632 3.276 -0.4882
H 2.862 1.445 2.355 0.2447
H -0.640 -1.879 1.509 0.2089
H -1.130 -0.191 1.535 0.1917
O 0.267 -0.676 -2.729 -0.4854
H 1.637 1.928 -2.773 0.1660
H 1.237 -0.520 -4.544 0.2015
C 0.995 1.396 -3.473 0.4435
C -3.603 -0.644 2.080 0.9676
C 2.418 0.612 1.813 -0.4915
H 2.277 -0.389 -3.146 0.2115
F 1.022 2.013 -4.676 -0.3265
F -0.968 -0.805 4.057 -0.3274

=====

3.
56
Properties=species:S:1:pos:R:3:nbo_charge:R:1 method="wB97M-V/def2-TZVPD" mol_weight_g_mol=1070.26 total_charge=0 smiles="CCOB(O)[Si@](Br)(CC(=O)I)Cc1cccc(C)c1.ClC(Cl)(Cl)Cl.ClC(Cl)(Cl)Cl.ClC(Cl)(Cl)Cl.ClC(Cl)(Cl)Cl" fmax_ha_per_bohr=0.1752 total_energy_ev=-310056.8433
I -4.651 -2.006 0.145 0.1719
H 1.739 3.630 -3.679 0.2342
Cl -7.423 1.975 1.703 0.0530
Cl 6.633 7.362 -1.715 0.0542
C 0.946 -4.623 3.163 -0.2109
Si -2.126 0.775 0.620 1.2347
H 3.659 3.293 -3.413 0.2395
H 0.329 -1.602 1.347 0.1907
H -4.346 2.036 0.797 0.2947
C 5.746 6.214 -2.749 -0.2099
Cl -8.091 0.808 4.284 0.0486
O 0.311 -0.598 -0.605 -0.7921
C 3.477 2.327 -0.575 -0.2733
H -1.252 2.726 2.179 0.2769
Cl 0.976 -5.384 1.553 0.0505
Cl 4.258 6.986 -3.354 0.0524
Cl 0.439 -8.719 0.743 0.0574
H 2.422 1.871 -3.908 0.2362
H 4.591 2.251 -0.935 0.2278
C 0.669 -1.762 0.221 -0.0921
H 0.235 -2.777 -0.166 0.1844
Cl 0.481 -5.835 4.384 0.0524
Cl 2.563 -3.982 3.548 0.0489
H 2.716 -2.492 1.090 0.2170
C -1.157 2.433 1.030 -0.9232
Cl -1.723 -8.223 -1.140 0.0565
Cl 0.703 -9.559 -2.030 0.0561
C 3.129 2.089 1.032 -0.2096
H -0.178 2.907 -1.833 0.2244
C 2.304 2.646 -1.689 0.0225
H -1.170 -1.210 -2.464 0.4975
C -3.855 1.328 -0.026 -1.0104
C 1.586 2.138 1.589 -0.2613
Cl 0.765 -6.729 -1.355 0.0500
C -4.898 0.109 -0.359 0.3985
H -3.654 1.986 -1.000 0.2880
C 0.735 2.696 -1.128 -0.2663
C -7.454 0.469 2.655 -0.2092
H 2.772 -0.736 0.343 0.2367
C 2.563 2.886 -3.295 -0.6709
C 0.388 2.431 0.482 0.0163
Cl -5.802 -0.184 2.787 0.0532
Cl -0.238 -3.291 3.169 0.0588
O -6.054 0.455 -0.989 -0.5515
H -1.727 3.297 0.437 0.2521
Cl 5.320 4.767 -1.800 0.0568
Cl 6.772 5.740 -4.126 0.0498
O -1.888 -1.025 -1.770 -0.9166
H 2.737 -2.192 -0.859 0.2145
H 1.368 1.931 2.732 0.2439
Br -2.377 -0.268 2.690 -0.3285
C 0.046 -8.308 -0.945 -0.2105
Cl -8.501 -0.724 1.844 0.0567
B -1.145 -0.359 -0.642 0.7950
C 2.340 -1.836 0.193 -0.6506
H 3.997 1.862 1.791 0.2343

=====

4.
121
Properties=species:S:1:pos:R:3:lowdin_charge:R:1 method="wB97M-V/def2-TZVPD" mol_weight_g_mol=925.12 total_charge=+1 fmax_ha_per_bohr=0.1362 total_energy_ev=-84275.8573
C -3.170 -2.145 -1.731 -0.4189
H 3.933 3.944 -3.530 0.0820
H 4.788 -3.383 -0.291 0.0957
H -2.801 -1.648 4.989 0.0974
C -3.715 4.995 0.166 0.0159
C 4.545 -1.430 0.531 -0.4928
C 4.081 2.993 3.788 -0.0126
O -1.067 0.799 0.359 -0.3652
F 4.552 -3.172 -3.895 0.0833
H -3.725 -1.667 -4.245 0.1132
C -4.315 3.075 -3.158 -0.5550
H -4.113 -3.380 -3.926 0.1243
C -0.407 2.396 4.260 -0.0222
H 3.845 -5.327 -2.643 0.1266
H 5.160 -0.111 -0.993 0.0967
C -4.425 -2.352 -3.744 -0.2377
H -6.071 -1.024 -4.022 0.0743
H 0.080 -3.744 -1.351 0.0849
H -0.838 5.394 2.903 0.0984
F -5.554 3.423 -2.779 0.1644
H 0.716 0.443 -0.611 0.0972
H 0.834 0.790 1.067 0.0900
C -3.060 -1.009 4.153 0.0261
O -2.859 -1.041 -1.012 -0.2557
F -2.085 -3.532 -0.126 0.1185
H 4.317 -3.339 1.436 0.0853
C 1.688 -2.817 3.621 -0.0206
H 2.149 2.309 -1.665 0.0641
H 0.619 -2.576 3.616 0.0603
H 1.743 -5.613 -1.405 0.1122
H 2.334 -5.803 2.105 0.0923
O -2.528 1.551 -2.511 -0.1325
H -0.031 2.009 -2.804 0.0700
C -3.920 1.729 -2.549 -0.4025
H -0.328 0.291 -2.633 0.0485
O -4.325 1.475 -1.277 -0.2749
H -2.562 -0.046 4.296 0.0870
C 0.200 0.261 0.342 -0.3380
F -3.497 4.074 -2.782 0.1464
H -6.484 -2.699 -3.594 0.0869
H 0.149 -1.386 1.766 0.0510
Zr -3.118 0.613 0.236 2.1227
H 0.269 0.981 -4.202 0.0895
C 0.018 3.819 3.967 -0.5050
H 4.169 2.189 -3.615 0.0872
C 3.155 -4.497 -2.546 -0.0142
C 1.881 -4.316 3.594 -0.4942
C -0.378 1.121 -3.338 -0.0492
H 3.592 0.296 -0.305 0.0692
H 3.599 0.620 2.431 0.0774
C -2.646 -1.625 2.857 -0.3984
H -4.348 0.947 -3.202 0.1665
H -1.503 2.344 4.369 0.0782
O 3.647 1.193 5.281 0.0861
F -3.186 -4.465 -1.742 0.1623
H 3.280 3.631 3.407 0.0689
O -4.394 -1.983 -2.360 -0.0636
F -4.297 2.992 -4.487 0.1727
H -1.726 -3.304 1.968 0.0714
H 2.169 0.085 3.384 0.0665
H 2.185 -2.359 2.761 0.0617
H -4.239 5.257 -0.753 0.1008
C 1.033 -3.621 -1.851 -0.1056
C 4.168 -2.886 0.456 -0.0106
H -2.376 -2.321 -2.480 0.1699
H -0.084 2.079 5.248 0.0929
O 5.041 2.613 -0.853 0.0718
O 0.698 4.417 4.751 0.0964
H -6.029 -2.402 -5.226 0.0843
C -5.837 -2.067 -4.210 -0.0520
H -4.441 4.502 0.815 0.0964
C 1.251 -2.476 -2.609 -0.0779
H 2.741 2.944 -0.086 0.0721
O -2.544 -0.943 1.826 -0.1073
O -2.572 2.916 0.194 -0.0990
O 2.323 -4.897 4.555 0.0886
H -4.133 -0.798 4.121 0.1108
H -3.409 5.916 0.666 0.1019
H 2.333 4.060 -1.374 0.0821
C -0.422 4.418 2.642 -0.0045
C -1.347 4.678 -0.760 0.0196
C 4.216 -0.531 -0.641 0.0054
C -2.298 -3.058 2.854 0.0172
H -3.214 -3.658 2.819 0.1270
H 2.699 -1.345 -3.691 0.1205
H 0.461 -1.743 -2.706 0.0851
H -1.367 5.767 -0.701 0.0985
H -0.449 4.301 -0.275 0.0810
H -0.118 1.736 3.438 0.0654
H 2.154 1.725 2.616 0.0509
C 0.288 -1.199 0.700 -0.0658
C 4.482 3.100 -3.104 -0.0115
H -1.739 -3.331 3.747 0.0998
H 0.624 -5.568 2.448 0.0897
H -1.337 4.432 -1.821 0.0932
C -1.835 1.298 -3.741 -0.2013
H 1.411 -4.364 1.481 0.0539
C 2.752 3.071 -1.168 -0.0254
H -1.206 3.786 2.235 0.0536
C 1.582 -5.050 2.313 -0.0172
H 1.195 -1.685 0.343 0.0655
H 3.119 -3.047 0.194 0.0496
C 2.494 -2.283 -3.185 -0.0375
C -2.549 4.111 -0.072 -0.4501
F -4.263 -3.528 -0.116 0.1620
H -0.547 -1.781 0.292 0.0533
H 4.493 3.465 4.679 0.0895
H 2.115 -2.349 4.505 0.0923
H 4.871 2.955 3.037 0.0916
C 1.958 -4.652 -1.852 -0.0782
H 3.815 -1.104 -1.473 0.0475
C 2.762 0.936 3.062 -0.0184
C 3.526 1.648 4.176 -0.4930
H -2.171 0.356 -4.183 0.1230
C -3.180 -3.419 -0.900 -0.5485
H -1.941 2.166 -4.392 0.1248
C 4.188 2.951 -1.634 -0.5076
C 3.401 -3.324 -3.233 -0.2945
H 5.539 3.318 -3.225 0.0881
H 0.496 4.542 2.071 0.0915
O 5.196 -1.016 1.452 0.0785

=====

5.
9
Properties=species:S:1:pos:R:3:nbo_charge:R:1 method="wB97M-V/def2-TZVPD" mol_weight_g_mol=94.08 total_charge=0 e_above_lowest_ev=2.897 fmax_ha_per_bohr=0.0373
H -2.094 -1.463 -0.091 0.3511
C 0.670 0.181 -0.686 0.1167
H -0.112 -1.597 -1.177 0.2235
N 2.953 -0.124 0.422 -0.2019
N -1.515 -0.644 0.084 -0.6304
N -0.878 2.624 1.237 0.0596
N -0.326 1.783 0.789 0.0074
C 1.882 -0.017 -0.035 0.0944
C -0.408 -0.743 -0.530 -0.0206

=====

6.
21
Properties=species:S:1:pos:R:3:nbo_charge:R:1 method="wB97M-V/def2-TZVPD" mol_weight_g_mol=89.18 total_charge=0 e_above_lowest_ev=1.068 smiles=CCC.CNC fmax_ha_per_bohr=0.0394
H 3.219 0.535 0.410 0.1755
H 2.312 -1.377 1.403 0.3490
C 2.219 0.231 0.101 -0.4144
C -2.101 -0.061 -1.482 -0.3903
H -2.081 -1.304 0.195 0.2054
H 0.187 -0.607 2.595 0.1960
H 2.171 -0.322 -0.831 0.2027
H -1.235 1.669 -0.486 0.1960
N 1.694 -0.623 1.167 -0.6544
H -1.175 -2.009 -1.263 0.2117
C 1.152 -0.129 2.454 -0.4148
C -1.381 1.291 -1.507 -0.6037
H 1.195 0.963 2.357 0.1893
H -2.264 -0.369 -2.519 0.1917
H 1.509 1.048 -0.033 0.1947
H -0.504 -0.684 -0.195 0.2190
H -3.074 0.081 -1.005 0.1877
H -0.368 1.174 -1.903 0.1948
H -1.896 2.024 -2.120 0.2076
H 1.804 -0.375 3.289 0.1802
C -1.383 -1.155 -0.628 -0.6236

=====

Copy entry 3 word for word.
56
Properties=species:S:1:pos:R:3:nbo_charge:R:1 method="wB97M-V/def2-TZVPD" mol_weight_g_mol=1070.26 total_charge=0 smiles="CCOB(O)[Si@](Br)(CC(=O)I)Cc1cccc(C)c1.ClC(Cl)(Cl)Cl.ClC(Cl)(Cl)Cl.ClC(Cl)(Cl)Cl.ClC(Cl)(Cl)Cl" fmax_ha_per_bohr=0.1752 total_energy_ev=-310056.8433
I -4.651 -2.006 0.145 0.1719
H 1.739 3.630 -3.679 0.2342
Cl -7.423 1.975 1.703 0.0530
Cl 6.633 7.362 -1.715 0.0542
C 0.946 -4.623 3.163 -0.2109
Si -2.126 0.775 0.620 1.2347
H 3.659 3.293 -3.413 0.2395
H 0.329 -1.602 1.347 0.1907
H -4.346 2.036 0.797 0.2947
C 5.746 6.214 -2.749 -0.2099
Cl -8.091 0.808 4.284 0.0486
O 0.311 -0.598 -0.605 -0.7921
C 3.477 2.327 -0.575 -0.2733
H -1.252 2.726 2.179 0.2769
Cl 0.976 -5.384 1.553 0.0505
Cl 4.258 6.986 -3.354 0.0524
Cl 0.439 -8.719 0.743 0.0574
H 2.422 1.871 -3.908 0.2362
H 4.591 2.251 -0.935 0.2278
C 0.669 -1.762 0.221 -0.0921
H 0.235 -2.777 -0.166 0.1844
Cl 0.481 -5.835 4.384 0.0524
Cl 2.563 -3.982 3.548 0.0489
H 2.716 -2.492 1.090 0.2170
C -1.157 2.433 1.030 -0.9232
Cl -1.723 -8.223 -1.140 0.0565
Cl 0.703 -9.559 -2.030 0.0561
C 3.129 2.089 1.032 -0.2096
H -0.178 2.907 -1.833 0.2244
C 2.304 2.646 -1.689 0.0225
H -1.170 -1.210 -2.464 0.4975
C -3.855 1.328 -0.026 -1.0104
C 1.586 2.138 1.589 -0.2613
Cl 0.765 -6.729 -1.355 0.0500
C -4.898 0.109 -0.359 0.3985
H -3.654 1.986 -1.000 0.2880
C 0.735 2.696 -1.128 -0.2663
C -7.454 0.469 2.655 -0.2092
H 2.772 -0.736 0.343 0.2367
C 2.563 2.886 -3.295 -0.6709
C 0.388 2.431 0.482 0.0163
Cl -5.802 -0.184 2.787 0.0532
Cl -0.238 -3.291 3.169 0.0588
O -6.054 0.455 -0.989 -0.5515
H -1.727 3.297 0.437 0.2521
Cl 5.320 4.767 -1.800 0.0568
Cl 6.772 5.740 -4.126 0.0498
O -1.888 -1.025 -1.770 -0.9166
H 2.737 -2.192 -0.859 0.2145
H 1.368 1.931 2.732 0.2439
Br -2.377 -0.268 2.690 -0.3285
C 0.046 -8.308 -0.945 -0.2105
Cl -8.501 -0.724 1.844 0.0567
B -1.145 -0.359 -0.642 0.7950
C 2.340 -1.836 0.193 -0.6506
H 3.997 1.862 1.791 0.2343